(1)
# C16H29BBrFN5O3

2 unconnected molecules or ions with the total composition C16H29BBrFN5O3 in a non-equilibrium geometry (wB97M-V/def2-TZVPD, the Open Molecules 2025 dataset).

```
! wB97M-V def2-TZVPD RIJCOSX def2/J DEFGRID3
* xyz 1 1
C 4.255 0.823 1.926
C 3.439 -0.583 1.747
C 2.000 -0.215 1.102
C 1.127 -1.490 0.654
C 1.164 -2.639 1.786
C -0.393 -1.106 0.178
O -0.918 -2.239 -0.549
C -0.232 0.096 -0.883
N -0.582 1.400 -0.195
O -0.218 2.495 -0.953
C 0.642 3.284 -0.116
N 1.354 3.820 0.711
C -2.059 1.323 0.115
Br -2.897 3.054 0.591
C -2.323 0.118 1.181
B -2.618 0.874 2.632
N -1.584 1.683 3.372
O -3.929 0.802 3.278
C -3.641 -0.658 0.656
C -4.040 -1.952 1.516
F -4.749 0.290 0.505
N -1.141 -0.764 1.418
H 4.003 1.358 2.911
H 4.000 1.580 1.083
H 5.393 0.674 1.906
H 3.378 -1.082 2.773
H 4.046 -1.183 0.971
H 2.227 0.528 0.241
H 1.429 0.413 1.899
H 1.642 -1.947 -0.282
H 2.167 -3.208 1.656
H 0.314 -3.400 1.711
H 1.146 -2.156 2.828
H -0.947 -3.047 0.013
H -0.939 -0.144 -1.767
H 0.823 0.168 -1.353
H -0.094 1.510 0.728
H -2.568 0.978 -0.871
H -1.781 2.705 3.291
H -0.639 1.573 2.971
H -3.777 0.440 4.192
H -3.400 -0.994 -0.429
H -5.200 -1.993 1.520
H -3.710 -2.883 0.906
H -3.622 -1.964 2.583
H -0.529 -0.426 2.173
N 1.635 -0.637 -5.625
C 1.104 -0.356 -4.396
C 0.970 1.008 -4.294
C 1.433 1.570 -5.509
C 1.834 0.530 -6.312
H 1.847 -1.560 -5.971
H 0.868 -1.149 -3.701
H 0.581 1.543 -3.439
H 1.468 2.618 -5.768
H 2.245 0.521 -7.311
*
```

Values from the calculation:
Largest force on an atom = 6.77 eV/Å
Calculated total energy = -104080.2827 eV
E_LUMO = -3.764 eV
Frontier orbital gap = 7.03 eV

=====

(2)
# C19H16Cl3N3O6

4 unconnected molecules or ions with the total composition C19H16Cl3N3O6 in a non-equilibrium geometry (wB97M-V/def2-TZVPD, the Open Molecules 2025 dataset).

```
! wB97M-V def2-TZVPD RIJCOSX def2/J DEFGRID3
* xyz 0 1
C 1.703 -1.279 -0.702
Cl 2.101 -0.500 -2.225
Cl 2.194 -3.006 -0.628
Cl -0.038 -1.076 -0.309
H 2.341 -0.720 -0.018
C 6.109 5.072 1.716
C 4.950 5.620 2.184
C 3.781 4.868 2.140
C 3.778 3.572 1.583
C 4.992 2.993 1.213
C 6.133 3.760 1.327
N 2.514 2.814 1.389
O 1.453 3.432 1.618
O 2.531 1.682 0.851
H 7.041 5.599 1.577
H 5.005 6.649 2.508
H 2.855 5.280 2.514
H 5.003 1.986 0.822
H 7.050 3.261 1.051
C -1.409 -1.846 -5.783
C -0.871 -1.322 -4.620
C -1.753 -1.177 -3.576
C -3.089 -1.631 -3.632
C -3.600 -2.126 -4.798
C -2.776 -2.125 -5.935
N -3.946 -1.400 -2.444
O -5.124 -1.255 -2.607
O -3.468 -1.336 -1.351
H -0.881 -2.067 -6.699
H 0.172 -1.042 -4.621
H -1.340 -0.750 -2.674
H -4.640 -2.415 -4.810
H -3.136 -2.540 -6.865
C -2.911 -0.097 3.613
C -2.694 -1.188 4.538
C -2.541 -2.464 4.056
C -2.493 -2.766 2.698
C -2.643 -1.689 1.753
C -2.803 -0.387 2.218
N -2.173 -4.109 2.231
O -1.595 -4.863 3.018
O -2.449 -4.417 1.095
H -3.064 0.887 4.032
H -2.485 -1.165 5.597
H -2.382 -3.260 4.769
H -2.446 -1.844 0.702
H -2.957 0.387 1.481
*
```

Values from the calculation:
SMILES = O=[N+]([O-])c1ccccc1.O=[N+]([O-])c1ccccc1.O=[N+]([O-])c1ccccc1.ClC(Cl)Cl
Largest force on an atom = 2.81 eV/Å
Calculated total energy = -74275.5514 eV
E_LUMO = -1.051 eV
Frontier orbital gap = 8.51 eV

=====

(3)
# C51H74N4O17

13 unconnected molecules or ions with the total composition C51H74N4O17 in a non-equilibrium geometry (wB97M-V/def2-TZVPD, the Open Molecules 2025 dataset).

```
! wB97M-V def2-TZVPD RIJCOSX def2/J DEFGRID3
* xyz 0 1
C -4.645 -0.784 3.548
C -5.830 -0.250 3.012
C -5.692 0.774 2.102
C -4.456 1.264 1.716
C -3.353 0.737 2.322
C -3.425 -0.273 3.300
N -4.363 2.330 0.752
O -5.271 2.604 -0.012
O -3.342 3.050 0.760
H -4.805 -1.593 4.246
H -6.786 -0.641 3.325
H -6.547 1.202 1.599
H -2.380 1.101 2.027
H -2.603 -0.746 3.817
C -5.378 -3.546 0.956
C -4.835 -2.498 0.217
C -3.906 -2.760 -0.773
C -3.602 -4.062 -1.118
C -4.180 -5.165 -0.391
C -5.025 -4.860 0.643
N -2.538 -4.353 -2.138
O -2.148 -3.446 -2.905
O -2.080 -5.501 -2.176
H -6.120 -3.393 1.725
H -5.045 -1.484 0.523
H -3.326 -1.938 -1.168
H -3.940 -6.190 -0.632
H -5.542 -5.727 1.027
C 1.952 -0.578 -5.120
C 0.822 -1.264 -4.542
C -0.443 -1.124 -5.076
C -0.622 -0.416 -6.287
C 0.505 0.158 -6.885
C 1.776 0.142 -6.331
N -1.900 -0.377 -7.051
O -2.030 0.421 -7.998
O -2.798 -1.126 -6.743
H 2.898 -0.639 -4.603
H 0.951 -1.819 -3.624
H -1.289 -1.651 -4.659
H 0.408 0.610 -7.861
H 2.670 0.602 -6.725
C 2.268 5.388 4.887
C 1.129 4.680 4.631
C 0.865 4.320 3.307
C 1.775 4.624 2.261
C 2.934 5.379 2.542
C 3.209 5.724 3.881
N 1.508 4.254 0.880
O 0.348 3.880 0.642
O 2.414 4.271 0.037
H 2.548 5.590 5.910
H 0.512 4.449 5.487
H -0.040 3.796 3.038
H 3.741 5.491 1.833
H 4.113 6.222 4.198
C -5.421 -1.662 -4.407
C -4.742 -0.646 -3.490
O -3.548 -0.637 -3.293
C -5.625 0.498 -2.936
H -6.359 -2.034 -3.994
H -4.681 -2.455 -4.513
H -5.670 -1.319 -5.411
H -6.371 0.121 -2.237
H -6.257 0.798 -3.772
H -5.081 1.348 -2.524
C 1.553 4.877 -3.319
C 2.818 4.083 -3.672
O 3.849 4.590 -4.129
C 2.765 2.644 -3.186
H 1.269 4.768 -2.273
H 0.823 4.525 -4.049
H 1.635 5.960 -3.419
H 2.510 2.068 -4.075
H 2.125 2.446 -2.326
H 3.774 2.238 -3.117
C -1.151 -5.664 1.693
C -1.025 -4.365 2.542
O -0.433 -4.486 3.616
C -1.576 -3.085 2.010
H -1.045 -6.523 2.355
H -0.412 -5.758 0.897
H -2.155 -5.662 1.271
H -2.589 -2.819 2.314
H -1.432 -3.150 0.931
H -0.972 -2.256 2.381
C 2.527 -5.177 0.824
C 2.424 -3.709 1.330
O 2.012 -2.891 0.565
C 3.038 -3.341 2.614
H 3.253 -5.816 1.327
H 2.794 -5.173 -0.232
H 1.573 -5.703 0.862
H 3.978 -3.878 2.749
H 2.416 -3.608 3.468
H 3.296 -2.293 2.762
C 0.837 0.286 0.656
C 0.386 -0.039 -0.709
O 1.089 0.195 -1.678
C -0.926 -0.713 -0.862
H 0.860 -0.594 1.298
H 0.205 1.045 1.116
H 1.901 0.521 0.624
H -1.672 0.048 -1.091
H -1.225 -1.222 0.055
H -0.783 -1.423 -1.677
C -0.941 2.084 -4.002
C -1.668 3.238 -3.369
O -1.984 4.183 -4.077
C -2.220 3.072 -1.970
H -1.703 1.742 -4.702
H -0.517 1.329 -3.341
H -0.105 2.334 -4.657
H -1.409 2.981 -1.248
H -2.836 2.191 -1.793
H -2.882 3.878 -1.649
C 1.392 -1.522 5.595
C 1.021 -0.561 4.494
O 0.002 -0.699 3.873
C 1.982 0.562 4.243
H 2.304 -2.012 5.254
H 0.613 -2.244 5.841
H 1.534 -0.869 6.456
H 2.194 1.253 5.059
H 1.554 1.109 3.403
H 2.889 0.157 3.795
C 5.168 1.949 4.356
C 4.899 2.196 2.860
O 3.793 1.935 2.361
C 6.101 2.678 1.995
H 4.459 1.238 4.782
H 4.860 2.881 4.830
H 6.212 1.645 4.430
H 5.825 2.570 0.946
H 7.028 2.119 2.121
H 6.301 3.731 2.191
C 5.603 -1.286 1.154
C 5.818 -0.224 0.092
O 6.888 0.341 -0.091
C 4.606 0.147 -0.739
H 4.758 -1.009 1.784
H 6.508 -1.379 1.754
H 5.388 -2.284 0.772
H 4.081 1.035 -0.388
H 3.970 -0.729 -0.864
H 4.894 0.424 -1.754
*
```

Values from the calculation:
Largest force on an atom = 3.70 eV/Å
Calculated total energy = -94841.8087 eV
E_LUMO = -0.995 eV
Frontier orbital gap = 7.77 eV

=====

(4)
# C17H16Cl5IrN2O9P2S

A molecular structure, C17H16Cl5IrN2O9P2S in a non-equilibrium geometry (wB97M-V/def2-TZVPD, the Open Molecules 2025 dataset).

```
! wB97M-V def2-TZVPD RIJCOSX def2/J DEFGRID3
* xyz 0 1
Ir -0.931 -0.642 0.219
O -4.896 0.128 1.287
P -3.752 -0.957 1.489
O -4.001 -1.813 2.636
O -2.400 -0.142 1.445
O -3.701 -1.779 0.100
P -3.377 -1.235 -1.371
O -3.700 0.369 -1.235
O -4.216 -1.820 -2.411
O -1.832 -1.331 -1.467
H -4.727 0.638 0.480
H -4.177 0.604 -2.043
Cl 2.894 -6.290 -2.402
C 1.922 -5.188 -1.500
C 1.933 -3.836 -1.801
Cl 2.911 -3.220 -3.083
C 1.150 -2.969 -1.056
Cl 1.118 -1.269 -1.411
C 0.329 -3.375 -0.004
O -0.362 -2.547 0.709
C 0.333 -4.756 0.282
Cl -0.667 -5.291 1.572
C 1.110 -5.639 -0.451
Cl 1.081 -7.316 -0.069
C 2.599 0.009 3.154
S 1.938 -0.260 1.527
O 0.440 -0.178 1.790
C 2.384 1.297 0.785
C 1.672 2.439 1.128
C 1.985 3.635 0.506
C 2.991 3.678 -0.456
C 3.684 2.527 -0.800
C 3.378 1.322 -0.179
H 2.221 0.949 3.552
H 3.686 0.016 3.074
H 2.267 -0.828 3.766
H 0.875 2.375 1.861
H 1.452 4.539 0.773
H 3.238 4.616 -0.935
H 4.459 2.563 -1.554
H 3.902 0.412 -0.446
C -2.121 2.688 1.070
C -1.409 2.393 -0.199
N -0.805 1.273 -0.584
C -0.300 1.504 -1.855
C -0.583 2.771 -2.223
N -1.281 3.315 -1.172
H -2.108 1.823 1.721
H -3.163 2.942 0.866
H -1.655 3.537 1.576
H 0.211 0.749 -2.419
H -0.360 3.315 -3.123
H -1.637 4.253 -1.121
*
```

Values from the calculation:
Largest force on an atom = 4.84 eV/Å
Calculated total energy = -134167.2965 eV
E_LUMO = -0.373 eV
Frontier orbital gap = 7.68 eV